No. 1
The following is a DFT calculation (wB97M-V/def2-TZVPD) of C21H46BrMnNO3SbSi4 as an isolated structure at a distorted geometry.

Its total charge is -1. The calculation puts the energy relative to the best compared isomer or geometry (same formula, charge and spin) at 10.6 kcal/mol. For the lowest unoccupied orbital energy (spin up / spin down), the calculation gives 2.58 / 2.58 eV. As for the spin multiplicity: 6. As for the HOMO-LUMO gap (spin up / spin down): 7.04 / 7.81 eV.

Each line ends with the Mulliken spin population.
Element x y z (Å)
Mn  1.09  -1.50  -0.06  4.737
O  -2.03  -3.53  -0.22  0.029
N  -1.01  -2.88  -0.16  -0.042
O  -0.56  -2.41  0.93  0.052
O  -0.34  -2.59  -1.20  0.057
Br  6.58  -5.57  0.19  0.001
C  5.12  -4.35  0.17  0.016
C  4.70  -3.81  -1.03  -0.003
C  3.64  -2.91  -1.02  -0.003
C  2.97  -2.50  0.14  0.127
C  3.45  -3.10  1.32  -0.068
C  4.50  -4.01  1.36  -0.015
H  5.19  -4.08  -1.96  -0.001
H  3.34  -2.50  -1.99  -0.008
H  2.99  -2.84  2.28  -0.018
H  4.82  -4.45  2.29  -0.001
C  -6.80  0.16  0.07  0.000
C  -5.41  0.39  0.66  0.000
Sb  -3.95  -1.23  0.59  0.002
C  -5.43  -2.80  0.39  0.000
C  -5.00  -4.18  0.85  0.000
C  -3.45  -0.87  -1.48  -0.001
C  -4.38  -1.44  -2.54  0.001
H  -7.37  1.09  0.04  0.000
H  -7.38  -0.55  0.66  0.000
H  -6.76  -0.23  -0.95  0.000
H  -5.50  0.68  1.71  0.000
H  -4.92  1.22  0.16  0.000
H  -5.79  -2.82  -0.64  0.000
H  -6.26  -2.45  1.01  0.000
H  -4.12  -4.54  0.30  0.000
H  -5.80  -4.91  0.70  0.000
H  -4.73  -4.18  1.91  0.000
H  -2.44  -1.25  -1.65  0.007
H  -3.39  0.22  -1.56  0.000
H  -4.46  -2.53  -2.45  0.000
H  -4.01  -1.23  -3.55  0.000
H  -5.39  -1.03  -2.47  0.000
C  -1.60  2.61  -0.50  0.002
Si  0.15  2.50  -1.22  -0.035
C  -0.09  1.97  -3.02  0.004
C  0.76  4.29  -1.27  0.004
Si  1.51  0.97  -0.10  0.100
Si  3.67  1.72  -0.52  0.006
C  4.13  3.55  -0.40  0.002
C  4.08  1.22  -2.30  0.000
C  4.90  0.82  0.60  -0.002
Si  1.15  1.57  2.13  0.008
C  1.68  3.30  2.66  0.003
C  2.15  0.34  3.17  0.040
C  -0.63  1.31  2.72  0.001
H  -2.30  2.97  -1.26  0.001
H  -1.63  3.30  0.35  0.002
H  -1.96  1.64  -0.15  -0.001
H  -0.88  2.56  -3.51  0.001
H  -0.37  0.92  -3.07  -0.004
H  0.83  2.09  -3.60  0.000
H  -0.07  4.96  -1.52  0.000
H  1.54  4.43  -2.03  0.000
H  1.18  4.60  -0.31  0.001
H  3.65  4.14  -1.18  0.000
H  5.21  3.63  -0.53  0.000
H  3.87  3.99  0.56  0.000
H  3.70  1.96  -3.01  0.001
H  3.60  0.26  -2.55  -0.001
H  5.15  1.11  -2.46  0.000
H  4.92  1.26  1.60  0.000
H  5.91  0.87  0.18  0.000
H  4.63  -0.23  0.71  0.002
H  2.71  3.51  2.35  0.000
H  1.62  3.40  3.75  0.001
H  1.04  4.07  2.22  0.000
H  3.22  0.51  3.10  0.002
H  1.97  -0.68  2.80  -0.013
H  1.86  0.36  4.23  0.002
H  -1.37  1.80  2.10  0.002
H  -0.73  1.68  3.75  0.000
H  -0.87  0.24  2.73  0.002

No. 2
The following is a DFT calculation (wB97M-V/def2-TZVPD) of a 12-piece molecular cluster, C25H74N8O12 overall at a distorted geometry.

Its total charge is 0. The calculation puts the energy relative to the best compared isomer or geometry (same formula, charge and spin) at 0.0 kcal/mol. For the lowest unoccupied orbital energy, the calculation gives 0.21 eV. As for the spin multiplicity: 1. As for the HOMO-LUMO gap: 9.54 eV.

Each line ends with the Mulliken charge.
Element x y z (Å)
O  11.24  9.62  11.84  -0.424
H  11.42  10.43  12.29  0.153
H  11.49  9.65  10.93  0.246
C  5.60  7.07  13.98  0.483
O  4.42  7.07  13.68  -0.699
N  6.52  6.23  13.51  -0.322
N  6.23  7.99  14.79  0.104
H  6.09  5.49  13.02  0.251
H  7.26  5.96  14.12  0.339
H  5.61  8.50  15.39  0.172
H  7.06  7.61  15.26  -0.192
C  8.99  5.38  16.22  0.323
O  8.80  5.77  15.07  -0.935
N  9.19  6.23  17.25  0.133
N  9.01  3.98  16.46  -0.528
H  9.18  5.98  18.22  0.092
H  9.02  7.26  17.07  -0.030
H  9.14  3.52  15.56  0.336
H  9.71  3.69  17.20  0.252
C  11.50  5.63  10.57  0.474
O  11.47  4.43  10.33  -0.663
N  11.67  6.15  11.88  -0.100
N  11.13  6.59  9.63  -0.301
H  12.02  7.09  11.85  0.150
H  12.27  5.54  12.43  0.049
H  11.08  7.58  9.81  0.144
H  10.75  6.26  8.78  0.210
C  9.38  9.33  15.48  -0.135
O  8.66  8.99  16.43  -0.783
N  9.64  8.55  14.41  0.895
N  9.86  10.64  15.40  0.955
H  9.37  7.57  14.34  0.152
H  9.99  9.10  13.61  -0.218
H  9.12  11.18  15.84  -0.517
H  10.12  10.95  14.44  -0.258
C  14.69  6.21  14.46  -1.468
C  13.28  6.23  15.08  1.159
C  12.64  4.88  15.16  -1.091
O  13.36  6.71  16.41  -0.625
H  15.25  7.13  14.65  0.364
H  14.69  6.04  13.38  0.351
H  15.21  5.26  14.74  0.335
H  12.73  6.92  14.54  0.010
H  11.58  4.97  15.44  -0.181
H  13.06  4.24  15.94  0.482
H  12.85  4.34  14.20  0.439
H  13.60  7.64  16.51  0.311
C  10.50  11.72  19.13  -1.393
C  10.74  10.25  18.89  2.356
C  11.98  9.85  18.13  -1.408
O  10.69  9.51  20.15  -0.629
H  10.52  12.28  18.22  0.129
H  11.33  12.20  19.71  0.403
H  9.54  11.82  19.61  0.338
H  9.93  9.80  18.34  -0.946
H  12.98  10.14  18.54  0.412
H  11.94  10.25  17.07  0.019
H  11.99  8.81  18.03  0.531
H  11.50  9.68  20.63  0.310
C  8.11  11.42  10.76  -1.144
C  7.04  11.40  11.89  0.882
C  5.78  10.55  11.63  -1.702
O  7.68  11.02  13.11  -0.107
H  8.76  12.26  10.78  0.182
H  7.67  11.45  9.78  0.457
H  8.72  10.50  10.84  0.121
H  6.78  12.46  11.95  0.158
H  5.27  10.26  12.51  0.438
H  5.99  9.65  11.06  0.413
H  5.06  11.03  11.02  0.443
H  7.38  10.09  13.31  -0.070
C  13.30  13.40  12.26  -1.089
C  12.91  12.41  13.35  0.470
C  13.14  12.83  14.77  -0.844
O  11.53  12.09  13.19  -0.032
H  12.93  12.89  11.33  0.273
H  14.39  13.59  12.17  0.388
H  12.76  14.36  12.36  0.078
H  13.49  11.47  13.10  0.325
H  12.55  13.73  14.88  0.100
H  14.20  12.98  14.91  0.471
H  12.67  12.12  15.47  -0.015
H  10.96  12.82  13.51  -0.214
C  9.00  16.36  14.71  -1.437
C  9.20  15.20  13.78  0.974
C  9.96  15.65  12.55  -1.464
O  10.00  14.18  14.55  -0.388
H  8.42  16.04  15.59  0.298
H  8.44  17.17  14.28  0.450
H  9.98  16.64  14.98  0.381
H  8.31  14.76  13.50  0.160
H  11.01  15.85  12.85  0.189
H  9.43  16.53  12.24  0.515
H  10.01  14.91  11.78  0.259
H  9.30  13.88  15.19  0.094
C  6.54  6.73  19.60  -1.255
C  7.44  7.80  20.11  1.593
C  7.07  8.29  21.54  -1.512
O  8.74  7.27  20.10  -0.640
H  5.75  7.15  19.03  0.378
H  6.12  6.08  20.39  0.348
H  7.10  6.05  18.91  0.172
H  7.30  8.63  19.38  -0.433
H  7.39  7.50  22.16  0.397
H  6.03  8.62  21.60  0.377
H  7.61  9.20  21.86  0.352
H  9.38  7.97  20.23  0.200
C  5.30  12.71  15.57  -1.443
C  6.60  13.09  16.15  0.957
C  6.76  12.25  17.39  -1.455
O  7.73  12.99  15.28  -0.013
H  4.97  13.29  14.69  0.330
H  4.48  12.92  16.30  0.486
H  5.18  11.62  15.41  0.185
H  6.54  14.12  16.49  0.323
H  5.98  12.53  18.12  0.524
H  7.70  12.28  17.96  0.114
H  6.63  11.21  17.24  0.244
H  7.78  12.13  14.85  -0.260

No. 3
The following is a DFT calculation (wB97M-V/def2-TZVPD) of a 2-piece molecular cluster, C5H12NO overall at a distorted geometry.

Its total charge is +2. The calculation puts the energy relative to the best compared isomer or geometry (same formula, charge and spin) at 74.9 kcal/mol. For the lowest unoccupied orbital energy (spin up / spin down), the calculation gives -11.15 / -13.45 eV. As for the spin multiplicity: 2. As for the HOMO-LUMO gap (spin up / spin down): 6.30 / 3.99 eV.

Each line ends with the Mulliken spin population.
Element x y z (Å)
C  -2.54  0.21  -0.68  0.123
C  -1.46  -0.95  -0.85  0.063
C  -0.05  -0.60  -0.83  0.284
C  0.61  -0.31  -1.99  0.370
C  0.16  -0.97  1.54  0.063
N  0.70  -0.82  0.38  -0.018
H  -3.46  -0.17  -1.15  0.001
H  -2.76  0.28  0.39  0.012
H  -2.33  1.11  -1.27  -0.002
H  -1.76  -1.80  -0.24  -0.003
H  -1.68  -1.22  -1.89  0.065
H  0.16  -0.05  -2.96  0.026
H  1.65  -0.57  -2.28  0.016
H  0.53  -0.74  2.53  0.002
H  -0.86  -1.36  1.63  0.004
H  1.73  -0.85  0.35  -0.005
H  2.18  3.49  2.16  0.000
H  2.98  2.15  2.25  0.000
O  2.22  2.58  1.84  0.000

No. 4
The following is a DFT calculation (wB97M-V/def2-TZVPD) of C26H41B2I2N8O5S as an isolated structure at a distorted geometry.

Its total charge is +1. The calculation puts the energy relative to the best compared isomer or geometry (same formula, charge and spin) at 105.3 kcal/mol. For the lowest unoccupied orbital energy, the calculation gives -5.17 eV. As for the spin multiplicity: 1. As for the HOMO-LUMO gap: 4.73 eV.

Each line ends with the Mulliken charge.
Element x y z (Å)
C  2.44  -4.04  3.30  -0.800
C  1.05  -3.57  2.53  -0.248
O  0.80  -2.13  2.57  -0.281
C  1.65  -1.37  1.65  -0.742
N  0.99  -0.90  0.38  0.521
B  2.00  -0.49  -0.66  0.522
N  2.29  0.90  -1.18  -0.577
O  2.82  -1.60  -1.26  -0.570
C  -0.16  0.03  0.59  -1.337
N  -0.25  1.17  1.60  0.811
S  1.14  2.19  1.68  -0.191
C  -0.68  0.70  2.97  -0.274
C  -1.39  1.99  3.74  0.109
O  -2.65  1.94  4.25  -0.442
N  -1.37  -0.15  -0.10  0.913
B  -1.65  -1.24  -1.11  0.831
O  -2.00  -2.65  -0.81  -0.469
O  -1.63  -0.84  -2.57  -0.422
C  -1.12  -1.95  -3.40  -0.664
C  -2.57  0.79  0.16  -0.463
I  -4.23  0.04  1.43  0.220
C  -2.71  2.15  -0.42  -0.161
C  -1.55  2.82  -1.36  -0.352
I  -4.57  3.31  0.03  0.104
H  2.79  -5.04  2.75  0.294
H  3.23  -3.18  3.22  0.232
H  2.24  -4.37  4.43  0.288
H  0.17  -4.08  3.15  0.285
H  0.96  -3.99  1.44  0.282
H  2.20  -0.46  2.20  0.006
H  2.55  -2.09  1.32  0.530
H  1.44  1.49  -1.28  0.291
H  3.02  1.40  -0.59  0.247
H  3.57  -1.17  -1.79  0.302
H  1.24  2.68  3.01  0.217
H  -1.51  -0.14  2.90  0.137
H  0.21  0.28  3.64  0.464
H  -0.82  3.02  3.84  0.165
H  -2.68  -2.63  -0.06  0.235
H  -0.89  -1.53  -4.48  0.225
H  -0.13  -2.43  -3.01  0.258
H  -2.02  -2.72  -3.53  0.278
H  -1.57  3.99  -1.30  0.432
H  -1.78  2.48  -2.49  0.267
H  -0.52  2.40  -1.00  -0.273
N  4.39  1.85  1.71  0.381
C  5.04  0.67  1.94  -0.611
C  6.27  0.96  2.48  -0.626
C  6.36  2.37  2.58  -0.534
C  5.19  2.89  2.10  -0.537
H  3.46  1.94  1.32  -0.092
H  4.57  -0.28  1.70  0.596
H  7.02  0.23  2.77  0.442
H  7.20  2.94  2.96  0.413
H  4.85  3.92  2.01  0.435
N  -6.81  -3.12  1.33  0.068
C  -7.79  -3.76  0.62  -0.480
C  -7.50  -5.11  0.62  -0.378
C  -6.32  -5.29  1.37  -0.431
C  -5.91  -4.04  1.80  -0.475
H  -6.76  -2.12  1.49  0.143
H  -8.60  -3.21  0.17  0.370
H  -8.09  -5.88  0.13  0.387
H  -5.81  -6.22  1.57  0.385
H  -5.06  -3.74  2.39  0.410
N  -4.88  5.41  -3.15  0.095
C  -5.52  6.62  -3.24  -0.504
C  -6.15  6.68  -4.46  -0.373
C  -5.89  5.46  -5.13  -0.525
C  -5.11  4.69  -4.29  -0.318
H  -4.34  5.10  -2.35  0.125
H  -5.47  7.34  -2.43  0.353
H  -6.73  7.51  -4.84  0.382
H  -6.23  5.17  -6.11  0.375
H  -4.69  3.70  -4.41  0.349
N  6.78  -1.04  -0.85  0.112
C  7.21  -2.30  -1.19  -0.563
C  7.50  -2.30  -2.54  -0.390
C  7.23  -1.00  -3.03  -0.585
C  6.79  -0.24  -1.97  -0.365
H  6.50  -0.74  0.07  0.190
H  7.28  -3.07  -0.44  0.357
H  7.86  -3.15  -3.10  0.409
H  7.35  -0.66  -4.05  0.408
H  6.49  0.79  -1.92  0.402